1.
The following is a quantum chemistry calculation of one molecule with the formula C18H27NO4S, from the OMol25 dataset.

```
51
Properties=species:S:1:pos:R:3:forces:R:3
C -1.626 5.067 -2.453 0.2 -0.4 -0.1
C -1.194 3.908 -3.339 -0.5 0.2 -0.1
O -0.110 3.182 -2.755 0.3 0.2 -0.1
C -0.417 2.238 -1.863 0.1 -0.3 0.2
O -1.547 1.944 -1.561 -0.1 0.0 0.0
C 0.810 1.582 -1.272 0.0 0.0 -0.2
C 2.102 1.808 -2.056 0.1 0.1 0.3
C 3.249 1.110 -1.326 -0.1 -0.1 -0.2
C 2.940 -0.378 -1.155 0.7 0.1 0.2
N 1.673 -0.605 -0.488 -0.1 -0.1 1.1
S 1.710 -0.414 1.191 0.2 0.0 -0.5
O 1.638 0.986 1.533 -0.2 -0.2 0.0
O 2.882 -1.089 1.675 0.0 -0.1 0.0
C 0.213 -1.338 1.621 0.3 0.3 -0.1
C 0.188 -2.666 1.186 -0.1 -0.3 0.0
C 1.351 -3.319 0.506 0.1 -0.2 0.0
C -0.977 -3.415 1.381 0.1 0.2 0.0
C -1.078 -4.833 0.904 0.0 0.0 0.0
C -2.060 -2.831 2.015 0.2 0.2 0.0
C -2.027 -1.525 2.469 0.1 -0.1 -0.1
C -3.229 -0.945 3.150 0.1 0.0 0.0
C -0.872 -0.753 2.272 -0.1 0.1 0.1
C -0.894 0.657 2.772 0.1 0.2 0.1
C 0.563 0.073 -1.110 -0.6 0.5 0.0
H -0.782 5.722 -2.254 0.0 0.1 0.0
H -2.009 4.687 -1.509 -0.1 0.0 0.1
H -2.409 5.634 -2.949 -0.1 0.1 0.0
H -2.032 3.222 -3.501 0.2 0.1 -0.1
H -0.812 4.265 -4.298 0.0 -0.1 0.1
H 0.933 1.996 -0.263 -0.1 0.0 -0.2
H 2.306 2.875 -2.147 0.0 0.0 -0.1
H 1.997 1.396 -3.063 0.0 0.0 -0.1
H 4.182 1.228 -1.880 0.0 0.0 0.0
H 3.373 1.554 -0.337 0.1 0.1 0.0
H 3.703 -0.862 -0.544 0.1 0.0 -0.2
H 2.895 -0.873 -2.131 0.0 0.0 0.1
H 1.215 -3.292 -0.574 0.0 -0.1 -0.1
H 1.429 -4.359 0.813 0.0 -0.1 0.0
H 2.278 -2.817 0.749 0.0 -0.3 -0.1
H -0.403 -5.479 1.464 0.0 -0.1 0.0
H -0.816 -4.907 -0.150 0.0 -0.1 -0.1
H -2.091 -5.205 1.036 0.0 0.0 0.0
H -2.960 -3.413 2.159 -0.1 -0.1 0.0
H -4.039 -1.669 3.172 -0.1 0.0 0.0
H -3.574 -0.054 2.628 -0.1 0.1 0.0
H -2.994 -0.660 4.175 -0.1 0.1 0.1
H -1.630 1.233 2.209 -0.1 0.1 0.0
H 0.069 1.138 2.671 -0.2 0.1 0.1
H -1.189 0.675 3.820 -0.1 0.0 0.1
H -0.324 -0.097 -0.498 -0.1 0.0 -0.2
H 0.398 -0.381 -2.094 0.0 0.0 0.1
```
Positions in Å, forces in eV/Å.

**Relative energy (zero: lowest compared OMol25 entry of this formula, charge and spin)**: 0.543 eV
**HOMO-LUMO gap**: 9.51 eV

***

2.
The following is a quantum chemistry calculation of C18H28AuN3OP2S as an isolated structure, from the OMol25 dataset.

```
54
Properties=species:S:1:pos:R:3:forces:R:3
Au 1.168 0.592 2.571 -0.1 0.3 -0.3
C -0.424 3.288 1.043 0.0 -0.2 0.1
P 0.561 1.782 0.776 0.0 0.5 -0.3
C -0.522 0.851 -0.370 -0.2 0.0 -0.2
N -1.357 1.580 -1.073 0.2 0.0 0.1
C -2.182 0.956 -1.943 0.0 -0.3 -0.1
C -3.093 1.705 -2.720 -0.1 0.0 0.0
C -3.911 1.061 -3.603 0.0 0.2 0.0
C -3.862 -0.344 -3.745 0.1 -0.2 0.1
C -2.988 -1.091 -3.006 -0.1 0.0 -0.1
C -2.122 -0.449 -2.093 0.1 0.3 0.1
N -1.243 -1.181 -1.371 0.0 -0.1 0.2
C -0.467 -0.577 -0.500 -0.1 0.0 -0.2
P 0.723 -1.612 0.493 -0.3 -0.6 0.0
C 1.198 -2.773 -0.868 0.1 0.3 0.2
C -0.436 -2.703 1.546 0.1 0.1 -0.1
C 0.505 -3.419 2.520 0.0 0.1 0.0
C -1.244 -3.737 0.762 0.1 0.0 0.0
C -1.397 -1.817 2.344 0.1 0.1 -0.1
C 2.023 2.342 -0.244 -0.1 -0.1 0.1
C 1.591 2.932 -1.584 0.0 0.0 0.0
C 2.939 1.136 -0.470 -0.1 0.0 0.1
C 2.754 3.385 0.609 0.0 0.0 0.0
H -0.647 3.787 0.105 0.0 0.0 0.0
H 0.107 3.949 1.726 0.0 0.0 0.0
H -1.358 2.976 1.510 0.0 0.1 0.0
H -3.114 2.779 -2.591 0.0 0.0 0.0
H -4.609 1.624 -4.208 0.0 0.0 0.0
H -4.523 -0.830 -4.450 0.0 0.0 0.0
H -2.941 -2.168 -3.092 0.0 0.0 0.0
H 0.345 -3.071 -1.471 0.0 0.0 0.0
H 1.690 -3.646 -0.440 0.0 0.0 0.0
H 1.924 -2.252 -1.496 0.0 -0.1 0.0
H 1.217 -4.056 1.990 0.0 0.0 0.0
H -0.073 -4.053 3.198 0.0 0.0 0.0
H 1.060 -2.695 3.121 0.0 -0.1 0.0
H -0.601 -4.492 0.308 0.0 0.0 0.0
H -1.842 -3.277 -0.017 -0.1 0.1 -0.2
H -1.922 -4.249 1.452 0.0 0.0 0.0
H -0.858 -1.089 2.949 0.0 0.0 0.1
H -1.985 -2.442 3.020 0.0 0.0 0.0
H -2.093 -1.284 1.690 0.0 0.0 0.0
H 1.020 2.214 -2.174 0.0 0.0 0.0
H 2.480 3.205 -2.158 0.0 0.0 0.0
H 0.986 3.830 -1.457 0.0 0.0 0.0
H 2.419 0.340 -1.006 0.0 0.0 0.0
H 3.302 0.734 0.477 0.0 0.0 0.0
H 3.801 1.438 -1.070 0.0 0.0 0.0
H 2.188 4.316 0.673 0.0 0.0 0.0
H 3.726 3.610 0.165 0.0 0.0 0.0
H 2.929 3.007 1.619 0.1 0.0 0.0
O 4.102 0.588 3.774 0.1 -0.2 0.3
S 3.244 -0.293 4.581 -0.2 0.4 -0.5
N 1.810 -0.404 4.197 0.4 -0.5 0.8
```
Positions in Å, forces in eV/Å.

**Relative energy (zero: lowest compared OMol25 entry of this formula, charge and spin)**: 0.074 eV
**HOMO-LUMO gap**: 7.17 eV

***

3.
The following is a quantum chemistry calculation of C18H28BBrF6NO9SSi2 as an isolated structure, from the OMol25 dataset.

```
67
Properties=species:S:1:pos:R:3:forces:R:3
C 1.320 1.059 1.912 0.1 1.8 2.3
C 1.497 0.423 0.923 0.5 -1.8 -2.3
Si 1.899 -0.830 -0.438 0.8 -0.5 0.9
S 0.056 -1.773 -1.105 -0.3 -0.1 0.1
C 2.935 -2.253 0.339 -0.7 0.1 0.0
O 3.565 -3.065 -0.683 0.4 1.7 0.5
O 2.747 -4.142 -0.965 -1.0 -1.5 0.0
O 2.802 -0.173 -1.714 -2.4 0.2 0.2
Si 1.888 0.584 -2.932 0.3 0.1 0.8
Br 0.118 1.737 -2.052 0.7 -0.6 -0.3
B 2.914 1.941 -3.967 1.4 1.9 -1.7
O 2.289 3.148 -4.373 0.5 -1.3 1.2
O 4.269 1.799 -4.313 -1.0 -0.2 1.2
C 5.014 1.984 -3.073 -0.2 -0.3 0.3
C 1.112 -0.642 -4.198 0.4 -0.9 0.4
O 0.064 -0.333 -4.678 -0.3 0.1 -0.3
C 1.722 -2.046 -4.630 -1.0 -1.1 0.4
F 0.642 -2.913 -4.674 0.9 0.8 -0.1
F 2.550 -2.579 -3.664 -0.3 0.9 -1.0
C 2.355 -2.081 -6.067 -1.2 0.3 0.0
F 1.437 -1.507 -6.919 0.7 -0.4 0.8
F 2.451 -3.382 -6.449 0.6 1.0 0.4
C 3.688 -1.262 -6.237 1.2 -1.0 -1.3
F 4.402 -1.108 -5.084 -1.0 0.0 -0.4
F 3.416 -0.049 -6.789 0.1 -1.0 1.0
C 4.653 -2.010 -7.253 1.2 -1.3 -0.4
O 4.940 -1.558 -8.307 -0.4 1.3 -0.5
O 5.223 -3.209 -6.891 -0.8 1.0 1.5
H 1.324 1.723 2.785 -0.2 -0.7 -0.9
H -0.172 -2.671 -0.085 0.6 0.6 -0.5
H 3.686 -1.817 1.040 -0.3 -0.7 -0.5
H 2.216 -2.936 0.867 0.8 0.7 0.0
H 1.986 -3.832 -1.496 0.5 0.4 0.0
H 2.421 3.765 -3.629 -0.4 0.1 -0.6
H 4.476 2.764 -2.470 1.0 -0.3 -0.3
H 6.046 2.280 -3.350 -0.8 0.0 0.3
H 5.038 1.058 -2.442 0.0 0.6 -0.7
H 6.111 -3.258 -7.288 -0.5 0.1 -0.2
C -3.541 -0.120 6.038 -0.6 0.0 -0.1
C -2.654 0.576 4.980 0.2 -2.1 4.1
C -2.707 2.107 5.168 -0.5 0.8 -1.1
C -4.011 2.736 4.687 -0.1 -0.2 0.0
C -4.298 2.344 3.240 1.1 0.6 0.8
C -4.294 0.818 3.009 -4.3 -1.5 -1.2
N -3.074 0.163 3.598 2.7 6.3 -1.5
O -2.143 0.365 2.847 -0.2 -2.4 -0.1
C -5.583 0.200 3.606 0.0 -0.1 0.6
C -4.432 0.546 1.497 1.1 0.0 -0.2
C -1.234 0.092 5.338 0.3 0.0 -1.0
H -3.543 -1.203 5.896 0.0 0.1 0.0
H -3.160 0.075 7.040 0.2 0.0 -0.2
H -4.572 0.222 6.048 0.0 0.0 -0.1
H -1.877 2.573 4.625 0.0 -0.2 -0.1
H -2.555 2.350 6.222 0.1 -0.5 0.0
H -4.838 2.445 5.338 0.0 0.0 0.0
H -3.935 3.824 4.759 0.0 -0.1 0.0
H -5.262 2.757 2.938 -0.1 -0.5 -0.1
H -3.547 2.817 2.596 0.0 -0.2 -0.1
H -5.506 -0.886 3.678 0.0 0.0 0.0
H -6.443 0.419 2.974 0.2 0.0 -0.1
H -5.843 0.597 4.585 0.1 -0.1 0.0
H -3.645 1.022 0.908 0.1 -0.1 0.1
H -5.373 0.946 1.122 0.0 0.0 0.3
H -4.418 -0.526 1.286 0.0 0.1 0.0
H -1.134 -0.985 5.184 0.0 0.1 0.0
H -1.017 0.296 6.386 -0.3 0.1 -0.1
H -0.459 0.594 4.757 -0.1 -0.1 -0.1
```
Positions in Å, forces in eV/Å.

**Total charge**: +1
**HOMO-LUMO gap**: 4.22 eV

***

4.
The following is a quantum chemistry calculation of C18H28BCl3GeN6O3OsS2 as an isolated structure, from the OMol25 dataset.

```
63
Properties=species:S:1:pos:R:3:forces:R:3
Os -0.469 -0.212 -0.147 3.1 1.4 1.6
C 3.116 -0.930 -3.280 -0.2 0.0 0.1
C 2.475 -1.417 -1.979 0.2 -0.2 0.0
C 3.005 -2.798 -1.576 -0.2 0.0 0.0
C 2.711 -0.449 -0.866 0.1 0.0 -0.1
C 3.934 -0.012 -0.348 -0.2 0.0 -0.1
C 3.606 0.867 0.665 0.0 -0.2 -0.2
N 2.275 0.948 0.748 0.3 0.2 0.2
N 1.725 0.150 -0.182 -2.1 -1.1 -0.3
B 1.433 1.836 1.660 -0.4 -0.3 -0.2
N 0.497 2.659 0.779 0.1 0.3 0.2
C 0.401 3.992 0.774 -0.1 0.0 -0.2
C -0.375 4.370 -0.297 0.0 -0.3 -0.1
C -0.733 3.176 -0.935 0.0 0.4 -0.1
N -0.206 2.146 -0.252 -0.9 -2.0 -0.2
C -1.525 3.111 -2.208 -0.2 -0.2 0.1
C -3.017 3.305 -1.900 0.2 0.0 -0.1
C -1.257 1.843 -3.003 0.0 0.2 -0.1
N 0.601 0.957 2.582 0.3 0.3 0.4
C 0.656 0.990 3.917 -0.2 -0.3 0.1
C -0.182 0.018 4.407 -0.1 0.0 -0.3
C -0.741 -0.597 3.276 -0.2 0.1 0.4
N -0.260 0.003 2.175 -0.1 -0.2 -2.0
C -1.654 -1.779 3.392 0.1 -0.3 -0.1
C -0.814 -2.986 3.843 -0.1 0.1 -0.1
C -2.427 -2.108 2.130 0.0 0.2 0.3
H 2.915 -1.645 -4.076 0.0 0.0 0.0
H 4.194 -0.828 -3.170 0.0 0.0 0.0
H 2.708 0.037 -3.575 0.0 0.1 0.0
H 1.394 -1.483 -2.136 0.2 0.0 0.0
H 4.085 -2.768 -1.431 0.0 0.0 0.0
H 2.773 -3.529 -2.348 0.1 0.0 0.0
H 2.536 -3.128 -0.651 0.1 -0.1 0.0
H 4.917 -0.297 -0.674 0.0 0.0 0.0
H 4.247 1.426 1.323 -0.1 0.1 0.1
H 2.129 2.554 2.297 0.1 0.1 0.1
H 0.895 4.591 1.518 0.1 -0.1 0.1
H -0.643 5.368 -0.592 0.0 0.0 -0.1
H -1.199 3.967 -2.806 0.0 0.0 0.1
H -3.397 2.465 -1.320 -0.1 0.0 0.0
H -3.587 3.386 -2.824 0.0 0.0 0.0
H -3.171 4.216 -1.323 0.0 0.0 0.0
H -1.581 0.967 -2.445 -0.1 0.1 -0.1
H -0.194 1.740 -3.220 0.0 -0.1 0.0
H -1.804 1.860 -3.945 0.0 0.0 0.0
H 1.288 1.695 4.425 0.1 0.1 0.0
H -0.390 -0.239 5.428 0.0 0.0 0.1
H -2.366 -1.544 4.190 0.1 0.0 0.0
H -0.079 -3.233 3.076 0.0 0.0 0.0
H -1.455 -3.854 3.996 0.0 0.0 0.0
H -0.286 -2.776 4.771 0.0 0.0 0.0
H -1.737 -2.282 1.307 -0.1 0.0 0.1
H -3.120 -1.308 1.882 0.0 -0.1 0.0
H -3.001 -3.023 2.271 0.0 0.0 -0.1
Cl -4.090 -0.587 -3.620 0.1 -0.1 0.3
Ge -3.254 -1.575 -1.915 0.4 0.1 -0.1
Cl -2.977 -0.001 -0.312 0.6 -0.4 0.0
Cl -4.811 -2.819 -1.215 0.1 0.2 -0.2
O -0.111 -4.194 -1.783 0.3 -0.1 0.3
S -0.687 -3.080 -1.126 -0.8 -0.7 -1.0
O -2.065 -3.199 -0.658 0.0 -0.1 -0.1
O 0.160 -2.399 -0.130 -0.2 1.7 0.7
S -1.010 -1.568 -2.566 -0.5 0.9 0.6
```
Positions in Å, forces in eV/Å.

**Total charge**: +1
**Relative energy (zero: lowest compared OMol25 entry of this formula, charge and spin)**: 2.058 eV
**Spin multiplicity**: 2
**HOMO-LUMO gap (alpha / beta)**: 7.29 / 6.57 eV

***

| no. | electronic energy (eV) | F_max (eV Å⁻¹) |
| --- | --- | --- |
| 1 | -39619.935 | 1.13 |
| 2 | -58744.322 | 0.99 |
| 3 | -152642.004 | 6.96 |
| 4 | -153099.392 | 3.79 |